No. 1
# C3H10O

2 unconnected molecules or ions with the total composition C3H10O in a non-equilibrium geometry (ωB97M-V/def2-TZVPD, the Open Molecules 2025 dataset).

The energy above the lowest of the compared OMol25 structures with the same formula, charge and spin is 17.9 kcal per mole. The value obtained for the total energy is -5319.8356 eV. The HOMO energy is -0.412 Ha. The SMILES is CCC.O. The value obtained for the HOMO-LUMO gap is 12.19 eV.

Each line ends with the Löwdin charge.
Positions of all 14 atoms, in Å:
C: -1.10642 -0.34223 -0.76495  -0.15
C: -2.39746 -0.53267 0.09746  -0.32
C: -3.21597 -1.65963 -0.47879  -0.14
H: -0.36263 -1.16910 -0.48418  0.08
H: -0.65856 0.64012 -0.53147  0.06
H: -1.17555 -0.48522 -1.90968  0.09
H: -2.82990 0.40362 0.11883  0.07
H: -1.94567 -0.90896 1.06778  0.12
H: -4.25702 -1.70193 -0.08487  0.08
H: -3.36150 -1.33533 -1.53162  0.08
H: -2.84724 -2.61294 -0.38015  0.04
H: 6.35966 1.83273 1.55406  0.02
H: 5.41098 1.62438 0.56384  0.03
O: 5.74832 2.36498 1.06189  -0.05

Forces on atoms 1 to 2 (eV/Å):
C 1.17 -1.33 -0.64
C 3.55 -3.03 0.11



No. 2
# C29H32BClO2PRu

A molecular structure, C29H32BClO2PRu in a non-equilibrium geometry (ωB97M-V/def2-TZVPD, the Open Molecules 2025 dataset).

As for the charge: +1. The value obtained for the total energy is -59750.0881 eV. The HOMO energy (spin up / spin down) is -0.375 / -0.424 Ha. The value obtained for the HOMO-LUMO gap (spin up / spin down) is 7.54 / 5.31 eV. Its spin multiplicity is 5.

Each line ends with the Löwdin spin population.
Positions of all 67 atoms, in Å:
C: -0.78444 -2.22755 2.15103  0.01
C: -0.71081 -2.63513 0.78201  0.14
C: 0.65313 -2.99414 0.48157  0.09
H: -1.52269 -2.61246 0.06251  0.01
C: 1.45026 -2.86253 1.69014  0.12
C: 0.55890 -2.38045 2.76225  0.06
H: 0.81700 -2.10836 3.77611  0.01
H: -1.69306 -1.91875 2.65495  0.00
H: 0.99868 -3.27554 -0.51808  0.00
H: 2.51707 -3.04231 1.76587  0.01
Ru: 0.67930 -0.86407 1.46153  2.17
Cl: 2.24817 0.53298 0.58461  0.26
P: 0.19419 -0.44209 -2.16883  0.45
C: 1.41176 -1.51275 -2.92205  0.06
C: 1.16027 -2.30840 -4.05107  0.03
H: 0.16787 -2.30085 -4.49815  0.00
C: 2.14694 -3.11829 -4.61960  0.00
H: 1.95575 -3.71556 -5.52384  0.00
C: 3.45108 -3.17402 -4.04282  0.03
H: 4.23474 -3.75836 -4.49844  0.00
C: 3.69589 -2.43769 -2.85633  0.00
H: 4.69498 -2.51289 -2.38876  0.00
C: 2.68909 -1.63522 -2.30745  0.03
H: 2.86806 -1.08787 -1.38459  0.00
C: -1.42266 -0.94832 -2.78126  0.06
C: -1.87568 -2.28253 -2.61402  0.05
H: -1.25684 -3.02267 -2.10335  0.00
C: -3.14867 -2.66219 -3.05966  0.00
H: -3.46064 -3.71655 -3.01881  0.00
C: -4.04323 -1.70165 -3.56455  0.07
H: -5.00954 -1.99966 -3.95529  0.00
C: -3.66983 -0.33634 -3.55009  -0.01
H: -4.39054 0.42012 -3.88634  0.00
C: -2.38898 0.03000 -3.12079  0.05
H: -2.14187 1.08694 -3.02555  0.00
C: 0.54627 1.24547 -2.71517  0.07
C: 1.10934 1.46753 -3.98306  0.02
H: 1.38413 0.61211 -4.59332  0.00
C: 1.29944 2.76634 -4.46154  0.00
H: 1.69397 2.92128 -5.48636  0.00
C: 0.98411 3.87171 -3.66643  0.01
H: 1.10420 4.88693 -4.05378  0.00
C: 0.51275 3.67278 -2.36325  0.00
H: 0.29784 4.54914 -1.72637  0.00
C: 0.30475 2.37238 -1.86881  0.01
H: -0.02284 2.20062 -0.85668  0.00
C: -1.94880 0.98612 5.28284  0.00
C: -1.25640 1.68474 4.12813  0.00
C: -1.95242 3.00874 3.74662  0.00
O: -1.41007 0.84462 2.96251  0.01
B: -0.11544 0.67925 2.46316  0.10
O: 0.76188 1.66156 2.95451  0.04
C: 0.28902 1.83116 4.30754  0.00
C: 0.81240 3.18194 4.72512  0.00
C: 0.96369 0.74552 5.18083  0.00
H: -3.01556 0.82532 5.05445  0.00
H: -1.86867 1.58847 6.20526  0.00
H: -1.49111 0.00843 5.45573  0.00
H: -2.98039 2.78929 3.43855  0.00
H: -1.97148 3.72542 4.57793  0.00
H: -1.44567 3.45413 2.88454  0.00
H: 0.51431 3.40101 5.76539  0.00
H: 1.90821 3.17308 4.65338  0.00
H: 0.43101 3.94299 4.04528  0.00
H: 0.66097 -0.28538 4.94832  0.00
H: 2.05749 0.78175 5.03597  0.00
H: 0.76940 0.93068 6.24581  0.00

Forces on atoms 1 to 2 (eV/Å):
C 0.37 -0.63 0.60
C 1.15 -0.62 0.14



No. 3
# C16H24I2N5O2PtS2

A molecular structure, C16H24I2N5O2PtS2 (ωB97M-V/def2-TZVPD, the Open Molecules 2025 dataset).

The energy above the lowest of the compared OMol25 structures with the same formula, charge and spin is 2.5 kcal per mole. As for the charge: +3. The value obtained for the total energy is -69616.1194 eV. The HOMO energy (spin up / spin down) is -0.623 / -0.629 Ha. The value obtained for the HOMO-LUMO gap (spin up / spin down) is 8.60 / 5.45 eV. Its spin multiplicity is 5.

Each line ends with the Löwdin spin population.
Positions of all 52 atoms, in Å:
Pt: -0.66780 0.08879 -0.67500  1.26
I: 1.38658 0.15296 -2.56188  0.14
C: 0.05816 -0.68508 -3.99123  0.01
I: -1.91476 -0.61446 -3.23440  0.21
H: 0.33253 -1.72154 -4.14111  0.00
H: 0.11470 -0.09851 -4.90076  0.00
N: 5.66915 -5.74054 -0.10196  0.32
C: 4.53996 -5.06243 -0.05465  0.11
C: 3.91830 -4.79252 1.21048  0.15
C: 2.72966 -4.12573 1.24266  -0.01
C: 2.13728 -3.69551 0.03913  0.24
C: 2.73735 -3.93483 -1.20860  -0.01
C: 3.92440 -4.60958 -1.26805  0.16
S: 0.48266 -3.00789 0.05716  0.04
O: -0.24633 -3.72004 1.05500  0.03
O: 0.07376 -2.92729 -1.30290  0.01
N: 0.62205 -1.39520 0.54306  0.27
C: 0.40443 -1.02972 1.79213  0.10
S: 0.61408 -1.96864 3.27221  0.09
C: 0.18659 -0.61760 4.16602  0.32
C: -0.11660 0.47438 3.31691  0.15
N: 0.00980 0.24376 2.02724  0.13
H: 6.12495 -6.07695 0.73913  0.00
H: 6.12563 -5.95516 -0.98167  0.00
H: 4.38765 -5.14006 2.12225  0.00
H: 2.23520 -3.96797 2.18950  0.00
H: 2.24464 -3.60629 -2.11183  0.00
H: 4.39712 -4.82018 -2.21932  0.00
H: 0.15237 -0.62943 5.24649  0.01
H: -0.43495 1.44314 3.67669  0.00
C: -2.75807 5.11360 1.52312  0.00
C: -2.77962 4.73959 0.05028  0.00
N: -2.18183 3.40330 -0.19222  0.05
C: -0.74096 3.43455 -0.47237  0.01
C: -0.47738 3.60708 -1.96072  0.00
C: -2.90632 2.31023 -0.17829  0.02
C: -4.39461 2.42670 0.00000  0.00
N: -2.41006 1.07116 -0.33021  0.15
H: -3.24946 6.07590 1.65872  0.00
H: -1.73717 5.20707 1.89500  0.00
H: -3.28504 4.37811 2.13190  0.00
H: -2.19071 5.44920 -0.52861  0.00
H: -3.78865 4.76798 -0.34983  0.00
H: -0.27445 2.53384 -0.07132  0.01
H: -0.32837 4.27427 0.08508  0.00
H: -0.81708 2.73771 -2.52604  0.00
H: 0.58750 3.75297 -2.13979  0.00
H: -1.00053 4.48221 -2.34590  0.00
H: -4.82746 2.97995 -0.83407  0.00
H: -4.64571 2.95501 0.91828  0.00
H: -4.85907 1.44441 0.03073  0.00
H: -3.16350 0.39531 -0.30642  0.00

Forces on atoms 1 to 2 (eV/Å):
Pt 0.00 0.30 -0.05
I -0.03 0.02 0.16



No. 4
# C5H31NO12

11 unconnected molecules or ions with the total composition C5H31NO12 in a non-equilibrium geometry (ωB97M-V/def2-TZVPD, the Open Molecules 2025 dataset).

The energy above the lowest of the compared OMol25 structures with the same formula, charge and spin is 35.5 kcal per mole. As for the charge: -2. The value obtained for the total energy is -31750.2541 eV. The HOMO energy is -0.118 Ha. The value obtained for the HOMO-LUMO gap is 8.56 eV.

Each line ends with the Löwdin charge.
Positions of all 49 atoms, in Å:
C: 0.91864 -1.93738 -1.45450  -0.11
N: -0.45513 -1.65819 -0.98299  -0.08
C: -0.73923 -0.26189 -0.59426  -0.31
C: 0.38108 0.38819 0.23776  -0.13
C: 0.58975 -0.31216 1.58894  -0.24
O: 0.37048 0.63805 2.62705  -0.12
C: -1.08977 0.64331 -1.82217  -0.22
O: -0.50949 0.15182 -2.99211  -0.12
H: 1.06581 -3.02950 -1.46830  0.08
H: 1.13509 -1.54779 -2.44892  0.06
H: 1.66174 -1.52379 -0.79891  0.05
H: -1.10547 -1.95537 -1.74461  0.13
H: -1.65832 -0.34378 0.08249  0.13
H: 1.35884 0.46154 -0.37058  0.10
H: 0.15608 1.44268 0.38440  0.10
H: -0.02746 -1.14709 1.72891  0.08
H: 1.58810 -0.66672 1.75097  0.11
H: -0.83494 1.71513 -1.63000  0.12
H: -2.16721 0.56040 -2.01305  0.10
H: -4.13542 -1.13791 2.39118  -0.02
H: -0.61539 0.72995 2.77790  0.04
O: -3.43347 -0.90011 1.83842  -0.28
H: -0.61417 -3.59010 1.71392  -0.01
H: 0.51262 -3.04434 0.86560  -0.01
O: 0.35616 -3.66911 1.60337  -0.12
H: 3.49422 0.70329 -1.12115  -0.01
H: 3.90739 -0.64365 -0.36796  0.01
O: 3.87866 -0.27341 -1.24674  -0.16
H: 3.44615 2.56366 -1.27781  -0.02
H: 2.19551 1.33667 -2.24171  0.03
O: 2.81430 1.99041 -0.97115  -0.31
H: 1.52029 3.13687 -0.84477  -0.03
H: 1.16436 3.77288 0.41256  -0.03
O: 0.93328 3.83664 -0.49899  -0.11
H: 2.55447 2.39251 0.66146  -0.02
H: 1.67460 2.13701 1.94136  0.03
O: 2.32590 2.76192 1.53533  -0.11
H: -2.73473 0.14141 2.53283  0.01
H: -2.46330 1.71629 2.39482  0.00
O: -2.25954 1.01331 2.97432  -0.14
H: -4.06126 -0.58965 0.43759  -0.04
H: -3.57803 -0.74555 -1.02602  -0.05
O: -4.27861 -0.42671 -0.51837  -0.10
H: 2.73493 -0.02509 -2.84522  0.01
H: 0.48164 0.30708 -2.99213  0.03
O: 2.10291 0.67944 -3.05566  -0.14
H: -2.68835 -2.16483 1.61955  0.01
H: -1.82307 -2.71345 0.43703  -0.04
O: -2.21579 -3.02249 1.23014  -0.14

Forces on atoms 1 to 2 (eV/Å):
C -0.67 -0.68 -0.29
N 0.12 -0.40 -0.54



No. 5
# C5H11N

C5H11N in the gas phase (ωB97M-V/def2-TZVPD, the Open Molecules 2025 dataset).

The energy above the lowest of the compared OMol25 structures with the same formula, charge and spin is 28.7 kcal per mole. The value obtained for the total energy is -6852.2851 eV. The HOMO energy is -0.307 Ha. The SMILES is C=CCN(C)C. The value obtained for the HOMO-LUMO gap is 9.51 eV.

Each line ends with the Löwdin charge.
Positions of all 17 atoms, in Å:
C: 0.72768 1.31836 -0.60646  -0.12
C: 1.33449 -2.11420 0.20288  0.00
C: 0.16689 -1.47756 0.18596  -0.18
C: -0.11488 -0.25964 1.03064  -0.24
N: -0.34980 0.97212 0.29787  -0.29
C: -1.64003 1.07175 -0.35191  -0.12
H: 0.56594 2.33512 -0.97833  0.08
H: 1.69062 1.28296 -0.08492  0.09
H: 0.79873 0.65166 -1.48491  0.08
H: 1.54123 -2.98987 -0.40643  0.05
H: 2.15049 -1.78630 0.84773  0.06
H: -0.63668 -1.82918 -0.46499  0.10
H: 0.73732 -0.09099 1.70158  0.11
H: -0.98891 -0.43840 1.67106  0.12
H: -1.67359 0.64110 -1.37098  0.08
H: -1.89936 2.13226 -0.44220  0.08
H: -2.41014 0.58081 0.25339  0.08

Forces on atoms 1 to 2 (eV/Å):
C 0.10 0.11 -0.08
C -0.07 0.00 0.00